Record 1
{
  "formula": "C10H14S2Se2W",
  "method": "the ωB97M-V functional and the def2-TZVPD basis",
  "lumo_energy_ha": [-0.3173, -0.3187],
  "total_charge": 2,
  "gap_ev": [6.45, 6.35],
  "relative_energy_kj_mol": 114.8,
  "homo_energy_ev": [-15.082, -15.020],
  "symbols": ["W", "S", "C", "C", "C", "C", "C", "C", "S", "H", "H", "H", "H", "C", "Se", "C", "C", "Se", "C", "H", "H", "H", "H", "H", "H", "H", "H", "H", "H"],
  "positions_angstrom": [[-0.08, 0.37, 0.30], [-0.92, -1.53, -0.55], [0.34, -2.29, -1.53], [0.12, -3.54, -2.10], [1.15, -4.11, -2.85], [2.36, -3.44, -3.02], [2.56, -2.19, -2.44], [1.54, -1.63, -1.70], [1.76, -0.04, -0.93], [-0.82, -4.05, -1.98], [1.00, -5.07, -3.31], [3.15, -3.89, -3.61], [3.50, -1.67, -2.57], [-1.07, 0.40, 3.68], [0.62, 0.40, 2.70], [0.70, 2.32, 2.17], [-0.53, 2.94, 1.47], [-0.62, 2.70, -0.50], [-2.56, 2.82, -0.71], [-0.93, 1.05, 4.53], [-1.20, -0.64, 3.98], [-1.91, 0.72, 3.06], [1.63, 2.41, 1.61], [0.87, 2.83, 3.12], [-0.52, 4.02, 1.62], [-1.47, 2.57, 1.87], [-2.81, 3.87, -0.65], [-3.08, 2.24, 0.04], [-2.76, 2.43, -1.71]]
}

Record 2
{
  "formula": "C10H15B",
  "method": "the ωB97M-V functional and the def2-TZVPD basis",
  "lumo_energy_ha": 0.0232,
  "total_charge": 0,
  "gap_ev": 9.76,
  "relative_energy_kj_mol": 5.0,
  "homo_energy_ev": -9.129,
  "symbols": ["B", "C", "C", "C", "C", "C", "C", "C", "C", "C", "C", "H", "H", "H", "H", "H", "H", "H", "H", "H", "H", "H", "H", "H", "H", "H"],
  "positions_angstrom": [[0.85, -0.01, 1.07], [-3.42, -0.43, -1.02], [-3.16, 0.49, 0.03], [-2.44, -1.26, -1.41], [-1.96, 0.48, 0.63], [-1.20, -1.29, -0.76], [-0.92, -0.37, 0.21], [1.05, 0.27, 2.63], [2.23, -0.95, -1.03], [1.79, 1.52, -0.69], [2.07, 0.16, 0.08], [-4.33, -0.46, -1.55], [-4.01, 1.23, 0.30], [-2.69, -2.02, -2.11], [-1.70, 1.14, 1.53], [-0.47, -1.83, -1.35], [1.86, -0.37, 2.96], [0.11, 0.13, 3.26], [1.25, 1.36, 2.86], [1.28, -0.91, -1.52], [2.25, -1.92, -0.46], [3.09, -0.82, -1.64], [0.99, 1.51, -1.41], [1.53, 2.36, -0.10], [2.85, 1.73, -1.03], [3.09, 0.28, 0.52]]
}